# 1
The following is a quantum chemistry calculation of a 11-piece molecular cluster, C34H96N6O11 overall, from the OMol25 dataset.

Computed properties:
HOMO energy	-8.80	eV
SMILES	COC[C@H](C)N.COC[C@H](C)N.COC[C@H](C)N.COC[C@H](C)N.COC[C@H](C)N.COC[C@H](C)N.CCO.CCO.CCO.CCO.CCO
energy	-2508.92505	a.u.
max |F|	0.0561	hartree/bohr
frontier orbital gap	9.24	eV

Structure (ORCA input):
```
! wB97M-V def2-TZVPD RIJCOSX def2/J DEFGRID3
* xyz 0 1
C -3.63 -1.13 -3.80
O -2.31 -0.71 -4.04
C -2.32 0.62 -4.65
C -1.16 0.59 -5.71
C 0.19 0.65 -4.95
N -1.14 1.74 -6.57
H -3.74 -1.98 -3.12
H -3.99 -1.42 -4.79
H -4.16 -0.29 -3.35
H -3.27 0.88 -5.12
H -2.07 1.34 -3.87
H -1.23 -0.32 -6.31
H 1.05 0.59 -5.62
H 0.33 -0.10 -4.18
H 0.33 1.61 -4.46
H -0.54 1.67 -7.38
H -2.07 1.89 -6.91
C 5.19 -6.32 3.14
O 4.39 -5.33 2.51
C 4.47 -5.18 1.08
C 3.74 -3.94 0.55
C 2.23 -3.99 0.78
N 3.82 -3.77 -0.88
H 5.44 -7.21 2.55
H 4.60 -6.70 3.98
H 6.11 -5.87 3.49
H 5.50 -5.25 0.72
H 3.97 -6.02 0.60
H 4.22 -3.11 1.07
H 1.93 -4.23 1.80
H 1.69 -4.74 0.20
H 1.75 -3.05 0.52
H 4.82 -3.77 -1.03
H 3.47 -4.65 -1.24
C 1.94 0.06 3.53
O 3.36 0.13 3.67
C 3.93 -1.13 4.08
C 5.44 -1.09 4.41
C 5.95 -2.50 4.64
N 5.74 -0.40 5.65
H 1.44 0.95 3.14
H 1.46 -0.23 4.46
H 1.65 -0.67 2.77
H 3.46 -1.48 5.00
H 3.75 -1.87 3.30
H 6.00 -0.56 3.65
H 5.56 -3.02 5.52
H 7.03 -2.50 4.81
H 5.75 -3.16 3.80
H 5.12 0.39 5.62
H 6.64 0.06 5.59
C 2.30 7.97 -4.56
O 2.54 6.96 -3.58
C 2.36 5.66 -4.12
C 2.58 4.54 -3.07
C 4.07 4.40 -2.59
N 2.24 3.25 -3.64
H 1.34 7.81 -5.06
H 3.14 7.90 -5.25
H 2.33 9.00 -4.18
H 1.31 5.56 -4.37
H 3.00 5.50 -4.99
H 1.93 4.81 -2.24
H 4.33 5.28 -2.00
H 4.74 4.25 -3.43
H 4.20 3.58 -1.88
H 2.52 2.58 -2.94
H 1.24 3.19 -3.61
C -0.96 -2.21 1.53
O -1.40 -0.91 1.19
C -0.71 -0.45 -0.02
C -1.26 0.94 -0.38
C -2.76 1.15 -0.59
N -0.62 1.52 -1.51
H -0.93 -2.84 0.64
H -1.73 -2.59 2.19
H 0.02 -2.13 2.00
H 0.36 -0.40 0.19
H -0.83 -1.15 -0.84
H -0.95 1.55 0.46
H -2.96 0.57 -1.50
H -3.00 2.21 -0.67
H -3.44 0.80 0.18
H -1.00 0.92 -2.23
H 0.36 1.29 -1.44
C -3.74 -3.71 0.00
O -3.44 -4.31 1.23
C -2.78 -5.53 1.11
C -2.56 -6.12 2.49
C -1.53 -5.36 3.32
N -2.04 -7.44 2.39
H -4.37 -4.31 -0.65
H -2.80 -3.50 -0.51
H -4.21 -2.73 0.06
H -3.39 -6.26 0.58
H -1.81 -5.43 0.62
H -3.51 -6.17 3.03
H -1.57 -5.66 4.36
H -1.97 -4.36 3.29
H -0.48 -5.32 3.02
H -1.31 -7.47 1.69
H -2.78 -8.02 2.01
C -1.15 4.14 1.78
C 0.13 4.31 2.59
O -0.08 4.97 3.81
H -0.91 3.63 0.84
H -1.64 5.08 1.55
H -1.90 3.43 2.11
H 0.85 4.84 1.96
H 0.43 3.28 2.75
H 0.79 5.16 4.19
C -6.16 1.75 -2.19
C -6.53 2.87 -1.29
O -6.48 4.05 -2.10
H -6.90 1.61 -2.99
H -6.13 0.79 -1.67
H -5.17 2.03 -2.56
H -5.82 2.87 -0.47
H -7.54 2.78 -0.87
H -6.51 4.79 -1.50
C -1.97 5.80 -2.91
C -1.79 4.52 -2.18
O -0.43 4.22 -2.21
H -2.04 5.66 -3.99
H -1.20 6.54 -2.71
H -2.93 6.18 -2.56
H -2.40 3.70 -2.57
H -2.06 4.57 -1.12
H -0.38 3.32 -1.87
C 2.21 2.33 0.33
C 2.92 1.24 -0.37
O 2.15 0.92 -1.51
H 2.73 2.75 1.19
H 1.41 1.94 0.96
H 1.81 3.16 -0.25
H 3.00 0.33 0.22
H 3.95 1.46 -0.65
H 2.62 0.18 -1.89
C -4.24 -2.33 4.14
C -4.34 -3.53 5.12
O -3.91 -3.02 6.36
H -4.75 -1.41 4.45
H -4.79 -2.66 3.26
H -3.23 -2.04 3.87
H -3.66 -4.35 4.88
H -5.36 -3.91 5.18
H -4.45 -2.25 6.55
*
```


# 2
The following is a quantum chemistry calculation of a 11-piece molecular cluster, C34H96N6O11 overall, from the OMol25 dataset.

Computed properties:
HOMO energy (alpha / beta)	-10.45 / -10.45	eV
energy	-2508.60673	a.u.
max |F|	0.0560	hartree/bohr
frontier orbital gap (alpha / beta)	7.44 / 1.85	eV

Structure (ORCA input):
```
! wB97M-V def2-TZVPD RIJCOSX def2/J DEFGRID3
* xyz 1 2
C -4.94 -1.46 2.14
C -3.92 -0.35 2.25
O -4.41 0.69 3.10
H -4.65 -2.32 1.53
H -5.90 -1.15 1.75
H -5.25 -1.79 3.14
H -3.65 0.00 1.26
H -3.01 -0.72 2.72
H -4.52 0.25 3.95
C 3.57 -2.26 2.40
C 5.03 -2.66 2.01
O 5.04 -3.18 0.69
H 3.65 -1.89 3.42
H 2.78 -3.01 2.33
H 3.29 -1.39 1.80
H 5.40 -3.43 2.69
H 5.63 -1.75 2.04
H 4.95 -4.14 0.72
C -0.17 0.32 0.35
C 0.47 -0.77 -0.43
O 1.41 -0.13 -1.25
H 0.55 0.80 1.02
H -0.86 -0.09 1.09
H -0.65 1.15 -0.18
H -0.24 -1.41 -0.98
H 0.96 -1.38 0.32
H 2.17 -0.72 -1.24
C 4.57 -0.87 -3.85
C 4.99 -0.84 -2.35
O 3.97 -1.47 -1.56
H 3.56 -0.48 -3.99
H 4.53 -1.91 -4.16
H 5.23 -0.32 -4.53
H 5.04 0.19 -2.00
H 5.99 -1.23 -2.20
H 4.41 -2.03 -0.91
C 1.04 -1.27 -5.14
C -0.22 -0.84 -4.39
O 0.04 0.35 -3.64
H 1.42 -0.50 -5.80
H 0.81 -2.19 -5.68
H 1.89 -1.53 -4.50
H -0.58 -1.57 -3.66
H -0.94 -0.78 -5.21
H 0.68 0.16 -2.95
C -7.04 -0.81 -4.38
C -6.41 0.55 -4.02
C -4.91 0.46 -3.63
O -4.71 -0.29 -2.44
C -3.31 -0.24 -2.11
N -6.48 1.33 -5.21
H -7.14 -1.44 -3.50
H -6.41 -1.31 -5.12
H -8.06 -0.74 -4.75
H -6.90 1.11 -3.22
H -4.48 1.46 -3.58
H -4.27 0.03 -4.40
H -2.72 -0.80 -2.84
H -3.17 -0.66 -1.11
H -2.77 0.71 -2.04
H -5.94 2.17 -5.08
H -6.23 0.85 -6.06
C -2.32 -3.64 -0.03
C -0.93 -4.20 0.45
C -0.63 -3.93 1.90
O -0.66 -2.51 2.17
C -0.27 -2.17 3.49
N -1.08 -5.61 0.13
H -2.48 -2.65 0.39
H -3.12 -4.29 0.31
H -2.50 -3.57 -1.10
H -0.14 -3.86 -0.21
H 0.37 -4.32 2.08
H -1.24 -4.56 2.54
H -1.00 -2.45 4.25
H -0.14 -1.08 3.49
H 0.69 -2.61 3.73
H -1.28 -5.56 -0.86
H -1.96 -5.90 0.52
C -2.01 7.77 3.61
C -2.67 6.49 2.96
C -1.88 5.17 3.21
O -2.48 4.02 2.62
C -1.92 2.75 3.09
N -4.08 6.47 3.34
H -2.55 8.70 3.46
H -1.02 7.96 3.20
H -1.86 7.63 4.68
H -2.74 6.66 1.89
H -1.85 5.00 4.29
H -0.84 5.24 2.88
H -2.13 2.52 4.14
H -0.86 2.80 2.86
H -2.32 2.01 2.40
H -4.24 6.11 4.27
H -4.50 5.70 2.82
C 2.25 1.26 3.38
C 1.94 1.69 4.79
C 2.29 0.62 5.80
O 1.30 -0.45 5.71
C 0.07 -0.15 6.40
N 2.74 2.86 5.08
H 2.01 2.00 2.62
H 1.77 0.30 3.17
H 3.32 1.09 3.30
H 0.89 1.98 4.82
H 2.28 1.03 6.81
H 3.25 0.14 5.66
H -0.65 -0.96 6.46
H -0.40 0.73 5.97
H 0.28 0.06 7.45
H 2.51 3.52 4.35
H 3.72 2.62 5.10
C 5.17 6.81 -1.43
C 4.17 6.33 -0.32
C 3.09 5.38 -0.81
O 2.13 5.19 0.21
C 1.24 4.12 -0.06
N 4.91 5.67 0.71
H 4.66 7.13 -2.34
H 5.75 5.97 -1.80
H 5.81 7.63 -1.11
H 3.65 7.19 0.10
H 3.73 4.51 -1.01
H 2.67 5.69 -1.77
H 0.74 4.26 -1.02
H 0.44 4.01 0.68
H 1.78 3.18 0.02
H 4.31 5.28 1.41
H 5.33 4.85 0.28
C -0.13 -7.24 -5.18
C -0.17 -5.90 -4.54
C 0.76 -5.69 -3.35
O 0.69 -4.34 -2.91
C 1.67 -3.99 -1.96
N 0.12 -4.93 -5.56
H -0.44 -8.10 -4.59
H 0.90 -7.46 -5.46
H -0.69 -7.24 -6.12
H -1.18 -5.65 -4.21
H 1.81 -5.86 -3.62
H 0.47 -6.35 -2.54
H 1.75 -4.61 -1.07
H 1.64 -2.95 -1.63
H 2.58 -4.13 -2.54
H 0.58 -4.36 -4.87
H 0.90 -5.26 -6.10
*
```


# 3
The following is a quantum chemistry calculation of a 12-piece molecular cluster, C34H97N5O12 overall, from the OMol25 dataset.

Computed properties:
HOMO energy	-9.09	eV
SMILES	COC[C@H](C)N.COC[C@H](C)N.COC[C@H](C)N.COC[C@H](C)N.COC[C@H](C)N.CCO.CCO.CCO.CCO.CCO.CCO.CCO
energy	-2530.03465	a.u.
max |F|	0.0556	hartree/bohr
frontier orbital gap	9.60	eV

Structure (ORCA input):
```
! wB97M-V def2-TZVPD RIJCOSX def2/J DEFGRID3
* xyz 0 1
C 2.97 -1.98 -3.62
O 4.03 -2.86 -3.32
C 4.31 -3.73 -4.40
C 5.28 -4.77 -3.87
C 6.01 -5.56 -4.98
N 4.57 -5.66 -2.96
H 2.05 -2.51 -3.88
H 3.29 -1.33 -4.44
H 2.73 -1.32 -2.79
H 3.40 -4.17 -4.83
H 4.67 -3.13 -5.25
H 6.14 -4.32 -3.35
H 6.72 -4.88 -5.45
H 5.36 -6.02 -5.71
H 6.56 -6.33 -4.44
H 5.26 -6.07 -2.33
H 3.95 -5.14 -2.35
C -2.53 -6.14 -3.28
O -1.90 -5.30 -2.38
C -0.61 -4.91 -2.70
C -0.04 -3.88 -1.70
C -0.14 -4.36 -0.27
N -0.68 -2.57 -1.84
H -3.24 -6.83 -2.79
H -1.91 -6.86 -3.82
H -3.19 -5.61 -3.97
H 0.10 -5.76 -2.65
H -0.49 -4.58 -3.74
H 1.03 -3.77 -1.90
H 0.06 -3.55 0.43
H 0.53 -5.20 -0.12
H -1.13 -4.68 0.09
H -1.65 -2.63 -1.55
H -0.73 -2.36 -2.84
C 1.82 -3.48 2.92
O 2.85 -4.37 3.25
C 4.13 -3.77 3.11
C 5.16 -4.67 3.79
C 4.69 -5.07 5.18
N 6.46 -3.96 3.89
H 1.85 -2.59 3.58
H 0.88 -4.01 3.05
H 1.89 -2.97 1.95
H 4.33 -3.70 2.03
H 4.13 -2.74 3.48
H 5.31 -5.57 3.20
H 4.34 -4.23 5.79
H 5.45 -5.52 5.83
H 3.83 -5.73 5.08
H 7.22 -4.31 3.34
H 6.73 -3.99 4.86
C -5.02 1.81 -2.43
O -3.84 2.49 -2.85
C -3.76 3.84 -2.45
C -2.57 4.50 -3.10
C -2.45 5.96 -2.69
N -2.63 4.35 -4.60
H -5.16 0.88 -2.96
H -5.87 2.47 -2.59
H -4.94 1.62 -1.35
H -4.67 4.42 -2.59
H -3.56 3.88 -1.37
H -1.67 3.93 -2.87
H -1.74 6.50 -3.32
H -2.02 6.04 -1.69
H -3.41 6.45 -2.85
H -3.21 5.06 -5.01
H -3.14 3.47 -4.71
C -2.03 2.19 0.27
O -0.95 2.13 1.17
C 0.14 1.32 0.75
C -0.14 -0.15 0.53
C -0.55 -0.78 1.87
N 1.08 -0.73 -0.02
H -2.27 1.32 -0.34
H -1.83 3.08 -0.34
H -3.00 2.45 0.72
H 0.60 1.74 -0.16
H 0.91 1.50 1.50
H -0.92 -0.28 -0.23
H -1.52 -0.35 2.12
H 0.10 -0.44 2.68
H -0.72 -1.85 1.81
H 1.26 -0.25 -0.90
H 0.94 -1.69 -0.30
C 2.75 1.14 4.46
C 2.12 2.08 5.49
O 2.13 3.44 5.12
H 2.16 1.06 3.56
H 2.88 0.16 4.91
H 3.72 1.60 4.23
H 2.42 1.86 6.52
H 1.06 1.79 5.50
H 1.23 3.74 4.96
C 2.18 3.91 -1.56
C 3.67 4.12 -1.73
O 4.04 5.44 -1.33
H 1.65 4.52 -0.84
H 1.90 2.85 -1.56
H 1.64 4.22 -2.46
H 3.90 4.09 -2.80
H 4.29 3.37 -1.24
H 4.46 5.44 -0.47
C -4.31 -2.60 0.69
C -4.43 -2.47 -0.82
O -4.49 -1.10 -1.20
H -3.38 -2.23 1.12
H -4.45 -3.67 0.91
H -5.13 -2.11 1.22
H -5.33 -2.96 -1.20
H -3.59 -3.02 -1.26
H -4.11 -0.55 -0.51
C -0.52 5.70 2.23
C 0.19 4.86 3.33
O -0.43 3.60 3.50
H -0.31 5.17 1.29
H -0.08 6.69 2.20
H -1.61 5.80 2.29
H 0.22 5.37 4.28
H 1.19 4.75 2.89
H -0.46 3.17 2.63
C -2.41 -0.22 5.30
C -2.67 1.17 4.75
O -1.86 2.12 5.45
H -2.81 -0.33 6.31
H -1.34 -0.35 5.49
H -2.75 -0.97 4.59
H -3.73 1.39 4.92
H -2.38 1.30 3.70
H -1.49 2.75 4.81
C -4.65 5.63 1.35
C -5.56 4.39 1.41
O -6.79 4.86 1.99
H -4.08 5.75 2.27
H -5.18 6.51 1.00
H -3.86 5.45 0.60
H -5.24 3.44 1.83
H -5.83 4.14 0.37
H -6.57 5.31 2.81
C 0.83 0.97 -3.96
C -0.53 1.36 -4.39
O -1.45 0.98 -3.36
H 1.04 1.37 -2.97
H 1.59 1.43 -4.60
H 0.90 -0.12 -3.97
H -0.91 0.93 -5.32
H -0.64 2.44 -4.60
H -2.09 1.67 -3.14
*
```


So what do the calculations give for relative energy (zero: lowest compared OMol25 entry of this formula, charge and spin)? Going down the list: 300.34, 102.75, 212.33 kJ/mol.